C4H10AsCuF2NO3 as an isolated structure. Source: the Open Molecules 2025 dataset; level of theory: wB97M-V/def2-TZVPD.

Structure (XYZ):
```
22
Properties=species:S:1:pos:R:3:forces:R:3
As 0.32801 0.40648 3.19272 0.295 0.263 0.283
Cu -0.75207 0.40819 0.70457 -0.034 0.200 -0.310
F -2.71078 -1.58001 0.68556 -0.027 0.004 -0.009
F -3.42425 0.29350 -0.28046 -0.003 -0.042 -0.010
O 1.21084 -1.20898 0.41367 0.075 0.056 0.073
O 0.41563 1.46940 1.88730 -0.358 -0.590 -0.174
O 2.42228 -0.55027 2.01611 0.048 -0.003 0.059
N 2.35668 -1.05334 0.86484 -0.069 -0.029 -0.078
C -2.26153 -0.50367 -0.13409 0.057 0.105 0.193
C -0.06002 -1.48917 3.22580 -0.059 0.138 -0.092
C 1.74820 0.76032 4.44590 -0.039 -0.004 -0.004
C -1.22857 1.06778 4.15629 0.026 -0.066 0.017
H -0.28007 -1.71938 4.27117 0.003 -0.051 -0.007
H -1.13172 2.14619 4.26710 -0.007 0.006 0.018
H -2.11120 0.84887 3.55559 -0.001 0.009 0.016
H -0.93604 -1.67863 2.60574 0.014 0.006 -0.016
H 1.46330 0.39561 5.43356 0.006 0.003 -0.006
H 1.87835 1.84176 4.47492 0.012 -0.012 0.017
H -1.31804 0.59143 5.13408 -0.023 0.020 0.005
H 2.65593 0.28122 4.09442 0.005 0.010 0.005
H -2.16404 -0.97764 -1.11803 0.087 0.017 -0.002
H 0.79630 -2.03455 2.85244 -0.010 -0.041 0.021
```
Forces are in eV/Å.

Summary:
Relative energy (zero: lowest compared OMol25 entry of this formula, charge and spin), kcal/mol: 0.0
Electronic energy, a.u.: -4514.80995
LUMO level, eV: 3.22
Frontier orbital gap, eV: 7.19
Spin multiplicity: 1
F_max, eV/Å: 0.71
E_HOMO, Eh: -0.146
Net charge: -1



C12H36K7O10P as an isolated structure at a distorted geometry. Source: the Open Molecules 2025 dataset; level of theory: wB97M-V/def2-TZVPD.

Structure (XYZ):
```
66
Properties=species:S:1:pos:R:3:forces:R:3
K 0.16665 -2.82403 1.69270 -0.341 0.484 0.699
K -1.81532 -3.39479 -2.01566 -0.833 0.042 0.544
K 2.19887 -4.88132 -0.77955 0.353 -0.165 0.471
K -1.10053 0.41221 -3.46829 -0.573 1.216 -0.151
K 1.60458 2.02049 -0.58176 -0.460 0.560 0.112
K 3.72263 -1.06533 -1.50264 0.548 0.303 0.194
K 1.24939 -2.53082 -3.91864 0.215 0.114 -0.597
P 0.50351 -1.10161 -1.04842 0.761 1.194 0.499
O 3.12590 -2.49725 0.78745 -0.316 0.515 0.103
O 1.17852 -0.43510 -2.30285 0.046 -1.123 0.180
O 1.72387 1.57725 -3.99460 -0.091 -0.224 -0.399
O 1.32587 -0.60506 0.19278 -0.505 -0.844 -1.270
O -2.47707 -1.83637 1.13699 0.430 -0.046 -0.142
O -1.34428 1.85915 -0.78384 0.464 0.162 0.339
O 0.58730 -2.65612 -1.19674 0.424 -0.581 -0.360
O -0.96161 -0.67679 -0.99661 0.207 -1.241 -0.303
O -4.34090 -0.01733 -3.52582 0.664 0.287 -0.052
O 1.34790 0.15644 2.83021 0.091 -0.388 -0.045
C -3.87276 -1.68234 3.07021 -0.203 -0.593 0.132
C 3.20112 3.23104 -4.98613 -0.522 -0.162 0.264
C -3.12474 -0.88070 2.04712 0.016 -0.727 -0.113
C 2.88785 0.87193 4.55144 0.641 0.116 -0.626
C 2.53847 0.92010 3.07198 -0.566 0.515 0.592
C -2.57140 3.61259 0.32473 0.377 0.495 0.139
C -4.21111 0.47642 -2.17333 0.132 -0.402 0.024
C 3.67922 -2.36639 2.12785 0.858 -1.296 0.677
C -5.49379 0.34109 -1.40078 -0.732 0.212 0.339
C 3.06779 2.11379 -3.97715 -0.676 0.290 0.391
C 4.52197 -3.59739 2.42995 0.088 0.069 0.036
C -2.26141 2.13942 0.33094 0.289 0.360 -0.870
H 3.21400 2.86880 -6.01038 0.260 -0.021 -0.014
H 2.31131 3.85639 -4.88196 0.113 0.099 -0.010
H 5.29249 -3.74283 1.67018 -0.026 -0.026 0.003
H -4.65495 -2.25279 2.56495 -0.169 0.211 0.112
H 3.88280 1.31206 4.66601 -0.042 -0.099 0.124
H -2.12126 -1.33111 0.39267 -0.008 0.268 0.020
H 3.16446 2.55332 -2.97358 0.580 -0.006 0.026
H 2.21690 1.48151 5.14771 -0.251 -0.224 0.038
H 1.29254 -0.02317 1.88483 -0.109 0.177 -0.038
H -3.84217 -0.30366 1.46829 0.106 0.256 -0.040
H -1.65104 4.20369 0.27169 0.014 -0.158 -0.161
H 2.55961 -1.69297 0.66949 -0.267 -0.370 -0.025
H -3.27300 -2.44201 3.57937 0.306 0.266 -0.023
H -4.01940 -0.92080 -3.50174 -0.580 -0.173 -0.227
H 3.78809 1.29916 -4.11080 0.129 0.116 -0.089
H 2.92640 -0.16081 4.89229 -0.096 0.033 0.195
H -4.31087 -1.05256 3.84079 -0.102 0.075 -0.076
H 5.04047 -3.47351 3.38210 -0.014 0.104 -0.034
H 4.32208 -1.49335 2.23131 -0.186 0.209 -0.308
H 4.06778 3.83935 -4.74278 0.141 -0.021 -0.273
H 1.71227 0.78961 -3.43923 -0.006 0.051 0.114
H -2.35300 -0.24222 2.47448 -0.039 0.131 0.062
H -6.30797 0.89216 -1.87757 0.167 -0.099 -0.284
H 2.89558 -2.30625 2.88854 -0.203 0.290 -0.260
H 3.93972 -4.51611 2.54551 -0.119 0.079 -0.177
H 3.36527 0.56197 2.44808 0.049 -0.085 0.012
H -3.88542 1.51776 -2.20495 -0.033 -0.012 -0.187
H -3.16347 1.56822 0.11409 -0.076 -0.147 0.428
H -3.19211 3.87819 -0.52906 -0.029 0.035 0.024
H -3.04419 3.97339 1.23800 -0.280 -0.346 -0.018
H -5.45797 0.78638 -0.40125 0.377 -0.111 -0.022
H 2.33287 1.97294 2.82669 0.154 -0.086 -0.198
H -1.11297 0.91635 -0.67862 -0.407 0.216 -0.124
H -5.83163 -0.69063 -1.29093 0.144 -0.038 -0.072
H -1.76643 1.81098 1.24373 -0.208 -0.018 0.181
H -3.39329 -0.12064 -1.73945 -0.075 0.284 0.514
```
Forces are in eV/Å.

Summary:
Electronic energy, a.u.: -5771.21206
LUMO level, eV: -12.13
Frontier orbital gap, eV: 7.14
Spin multiplicity: 1
F_max, eV/Å: 1.69
E_HOMO, Eh: -0.708
Net charge: +4



C27H22ClF10N4O4STa as an isolated structure at a distorted geometry. Source: the Open Molecules 2025 dataset; level of theory: wB97M-V/def2-TZVPD.

Structure (XYZ):
```
70
Properties=species:S:1:pos:R:3:forces:R:3
Ta 0.62387 0.12751 -0.74215 -0.142 -0.843 0.231
Cl -0.34643 -1.05000 1.06102 0.021 -0.016 -0.044
S -1.22040 2.61623 1.56979 0.565 -0.693 2.390
F 4.19156 -0.52827 4.59730 -0.344 0.299 -0.493
F 4.45006 -3.85442 1.38612 -0.017 -0.760 -0.113
F 3.02760 1.15739 2.73721 -0.432 0.421 0.230
F -1.79513 -6.26228 -1.19233 -0.042 -0.443 -0.474
F 3.30544 -2.28114 -0.45532 0.400 0.121 0.898
F -2.17720 -4.71510 -3.44740 0.642 0.140 0.449
F -0.07477 -5.45767 0.71398 -0.507 0.615 -0.589
F 1.23166 -3.24924 0.48787 -0.457 -0.249 -0.853
F -0.77105 -2.48994 -3.78064 -0.089 0.119 -0.039
F 4.81669 -2.97722 3.98165 -0.162 0.206 -0.738
O -0.28315 2.11001 2.56240 -0.697 0.773 -1.396
O -0.83302 0.30660 -2.09255 -0.587 0.142 -0.267
O -1.24344 3.99373 1.16549 0.237 -0.170 -0.094
O -2.51253 1.42638 -3.03919 -0.212 -0.009 0.029
N -0.93600 1.68818 0.15065 1.140 1.597 -1.195
N 2.43240 0.27003 0.15586 0.402 1.297 -1.090
N 2.12996 0.82301 -2.51407 0.484 0.047 -0.125
N 1.07914 -1.51968 -1.96012 0.052 -0.547 0.312
C 3.49118 1.03976 -0.60663 0.173 -1.368 1.907
C -5.33345 1.89574 3.33195 -0.356 -0.230 0.148
C -1.04845 -5.18887 -1.42199 -1.455 0.602 0.231
C 1.86246 -1.47352 -3.20648 0.144 -0.065 0.340
C 2.09102 2.20054 -3.02877 -0.868 1.122 1.296
C -1.84792 1.15699 -2.07894 0.457 0.243 -0.187
C -3.87626 3.05983 1.82621 -1.573 1.566 -0.388
C -1.24672 -4.37520 -2.52423 -0.524 -0.639 -0.428
C 4.22962 -2.22367 3.03365 -0.257 -0.131 0.729
C 0.26541 2.27380 -0.56507 0.832 -0.170 1.206
C -0.32224 -4.68695 -0.37443 1.602 -0.537 0.339
C 3.51129 0.54164 -2.00142 -0.695 0.699 -0.753
C 3.96025 -2.68999 1.77329 0.481 0.057 -0.577
C -5.15428 2.88562 2.38873 1.269 0.275 -0.250
C 3.85268 -0.93924 3.35989 -0.125 0.366 0.642
C -4.25864 1.08871 3.67449 0.084 -0.898 0.126
C -2.85720 2.25847 2.20857 1.769 -0.955 -0.837
C -6.68160 1.63347 3.92840 -0.073 0.320 0.242
C -3.02564 1.20478 3.08617 0.149 0.154 0.227
C 1.79893 -0.04554 -3.65631 0.184 0.339 -0.327
C -2.07309 1.79216 -0.72684 -2.261 -0.370 0.099
C 3.36576 -1.86383 0.83750 -0.122 0.328 -0.606
C 0.40950 -3.53694 -0.55280 1.081 1.056 -0.203
C -0.54357 -3.19013 -2.66339 -0.231 -0.294 -0.821
C 3.18997 -0.12120 2.44952 0.810 -0.717 -0.524
C 2.92604 -0.57488 1.13943 0.752 -0.469 1.024
C 0.38052 -2.72854 -1.75119 -0.121 -0.446 1.931
H -2.22702 0.52167 3.33623 0.142 0.126 -0.029
H 2.89174 -1.85300 -3.05991 -0.292 0.224 0.111
H 1.48394 -2.07619 -4.01788 -0.515 -0.353 -0.047
H 0.06135 3.03834 -1.29213 -0.606 0.077 -0.413
H 4.25815 1.09940 -2.59215 -0.199 -0.323 -0.066
H -4.38084 0.27369 4.37359 -0.253 0.023 0.154
H -2.89228 1.24091 -0.23605 0.071 -0.083 -0.341
H -6.66189 0.79419 4.61596 0.035 -0.079 0.064
H 2.49076 0.22922 -4.48614 -0.504 -0.505 0.260
H -3.66432 3.88054 1.12635 -0.264 -0.394 0.368
H 1.04772 2.50169 -3.18596 0.215 -0.146 0.029
H -5.94467 3.57108 2.14655 -0.283 0.065 -0.213
H 3.36309 2.09880 -0.46414 -0.334 0.518 -0.301
H 0.75017 0.18117 -3.90113 0.414 -0.047 -0.301
H 0.91704 2.74895 0.18402 -0.001 -0.379 -0.129
H 4.46148 0.81626 -0.18386 0.320 -0.065 0.433
H 3.69876 -0.53597 -2.03757 0.069 0.497 0.158
H 2.57511 2.28006 -3.97987 0.607 -0.063 -0.579
H -7.05559 2.50736 4.47160 0.024 -0.083 -0.087
H 2.54073 2.94575 -2.32213 -0.351 -0.824 -0.512
H -2.48866 2.80203 -0.85741 0.573 -0.030 -0.048
H -7.38561 1.40691 3.13717 -0.249 -0.041 -0.129
```
Forces are in eV/Å.

Summary:
Relative energy (zero: lowest compared OMol25 entry of this formula, charge and spin), kcal/mol: 10.0
Electronic energy, a.u.: -3476.13062
LUMO level, eV: -0.29
Frontier orbital gap, eV: 8.29
Spin multiplicity: 1
F_max, eV/Å: 2.55
E_HOMO, Eh: -0.315
Net charge: 0



What did the first record say?
C4H10AsCuF2NO3 as an isolated structure. Source: the Open Molecules 2025 dataset; level of theory: wB97M-V/def2-TZVPD.

Structure (XYZ):
```
22
Properties=species:S:1:pos:R:3:forces:R:3
As 0.32801 0.40648 3.19272 0.295 0.263 0.283
Cu -0.75207 0.40819 0.70457 -0.034 0.200 -0.310
F -2.71078 -1.58001 0.68556 -0.027 0.004 -0.009
F -3.42425 0.29350 -0.28046 -0.003 -0.042 -0.010
O 1.21084 -1.20898 0.41367 0.075 0.056 0.073
O 0.41563 1.46940 1.88730 -0.358 -0.590 -0.174
O 2.42228 -0.55027 2.01611 0.048 -0.003 0.059
N 2.35668 -1.05334 0.86484 -0.069 -0.029 -0.078
C -2.26153 -0.50367 -0.13409 0.057 0.105 0.193
C -0.06002 -1.48917 3.22580 -0.059 0.138 -0.092
C 1.74820 0.76032 4.44590 -0.039 -0.004 -0.004
C -1.22857 1.06778 4.15629 0.026 -0.066 0.017
H -0.28007 -1.71938 4.27117 0.003 -0.051 -0.007
H -1.13172 2.14619 4.26710 -0.007 0.006 0.018
H -2.11120 0.84887 3.55559 -0.001 0.009 0.016
H -0.93604 -1.67863 2.60574 0.014 0.006 -0.016
H 1.46330 0.39561 5.43356 0.006 0.003 -0.006
H 1.87835 1.84176 4.47492 0.012 -0.012 0.017
H -1.31804 0.59143 5.13408 -0.023 0.020 0.005
H 2.65593 0.28122 4.09442 0.005 0.010 0.005
H -2.16404 -0.97764 -1.11803 0.087 0.017 -0.002
H 0.79630 -2.03455 2.85244 -0.010 -0.041 0.021
```
Forces are in eV/Å.

Summary:
Relative energy (zero: lowest compared OMol25 entry of this formula, charge and spin), kcal/mol: 0.0
Electronic energy, a.u.: -4514.80995
LUMO level, eV: 3.22
Frontier orbital gap, eV: 7.19
Spin multiplicity: 1
F_max, eV/Å: 0.71
E_HOMO, Eh: -0.146
Net charge: -1